[1]
{
  "formula": "C20H22FN5O2",
  "method": "ωB97M-V/def2-TZVPD",
  "energy_ev": -35338.4562,
  "homo_ev": -6.01,
  "spin_multiplicity": 1,
  "lumo_ev": -0.2809,
  "orbital_gap_ev": 5.73,
  "species": ["C", "H", "O", "C", "C", "C", "C", "C", "C", "N", "C", "O", "C", "N", "C", "C", "H", "H", "C", "N", "C", "C", "C", "C", "C", "C", "N", "N", "H", "F", "H", "H", "C", "C", "H", "H", "H", "H", "H", "H", "H", "H", "H", "H", "H", "H", "H", "H", "H", "H"],
  "xyz": [[3.406, 0.127, -1.431], [3.418, 0.222, -0.456], [2.303, -0.335, -2.069], [1.770, -1.451, -1.519], [2.484, -2.148, -0.738], [1.856, -3.553, -0.237], [0.466, -3.927, -0.559], [0.017, -2.949, -1.448], [0.557, -1.758, -1.801], [-0.270, -0.810, -2.607], [-1.444, -0.864, -2.650], [-2.238, -1.559, -2.335], [-2.080, 0.863, -3.255], [-2.154, 1.572, -2.197], [-1.020, 2.659, -1.896], [-0.200, 1.992, -0.737], [0.312, 1.274, -1.219], [0.518, 2.830, -0.537], [-0.739, 1.582, 0.317], [0.043, 0.901, 1.406], [0.007, 0.891, 2.726], [-1.054, 0.997, 3.770], [-0.753, 0.673, 4.944], [0.299, -0.048, 5.373], [1.641, -0.194, 4.343], [1.135, 0.107, 2.979], [1.732, 0.089, 1.928], [1.371, 0.386, 0.912], [2.151, -0.820, 4.788], [0.448, -0.250, 6.562], [-1.395, 0.980, 5.688], [-1.856, 1.802, 3.358], [-1.955, 0.591, 0.061], [-2.957, 1.343, -0.968], [-3.435, 2.163, -0.537], [-3.526, 0.331, -1.309], [-2.436, 0.525, 0.923], [-1.694, -0.499, -0.216], [-1.254, 2.462, 0.950], [-1.505, 3.342, -1.386], [-0.743, 2.724, -2.858], [-3.095, 0.313, -3.514], [-1.364, 1.058, -3.865], [0.235, 0.011, -2.804], [-0.987, -3.238, -1.646], [0.161, -4.810, -0.532], [2.406, -4.229, 0.230], [3.362, -2.077, -0.495], [4.437, -0.424, -1.780], [3.623, 1.132, -1.660]],
  "forces_ev_per_angstrom": [[4.9, -0.6, -4.7], [-0.6, -0.7, 5.2], [-1.3, 0.9, -0.8], [3.2, 4.5, -1.5], [-7.6, -10.8, 3.4], [-3.7, 4.9, -3.3], [9.4, 10.2, -1.2], [-3.1, -2.0, 1.3], [-7.1, -0.7, -3.0], [14.0, -2.2, 2.4], [-5.0, 11.0, -6.1], [-9.4, -9.0, 4.0], [-5.2, -9.7, 1.2], [0.1, 8.0, 6.7], [-2.9, -7.9, 2.5], [7.5, 8.0, -11.1], [2.3, -2.6, -1.4], [0.2, -0.7, 0.1], [-10.2, -4.2, 14.1], [-1.6, 3.3, -5.8], [-3.1, -2.3, 1.5], [-0.7, 5.5, -11.1], [-0.5, -1.1, 5.0], [6.9, 0.7, -9.7], [-13.1, 6.1, -1.9], [-1.5, 1.1, 10.6], [15.5, -7.9, 3.1], [-7.5, 4.6, -7.3], [6.4, -6.1, 3.3], [0.8, -1.6, 6.7], [-1.6, 0.4, 1.9], [1.3, -2.3, 1.8], [1.5, 1.3, -3.9], [2.7, -7.6, -2.8], [-1.0, 1.3, 0.4], [-0.1, 2.9, 0.9], [-2.2, -0.4, 4.1], [-0.1, 2.0, 0.0], [0.7, -1.3, -1.4], [-2.4, 4.6, 1.3], [2.5, 1.4, -2.8], [1.7, 1.7, -0.5], [3.9, 1.8, -4.7], [0.5, 0.9, -0.6], [-0.8, 0.8, -1.3], [-3.1, -7.4, 0.8], [2.9, -2.5, 2.3], [9.2, 1.3, 2.4], [-2.4, 0.9, 0.8], [-0.2, 1.4, -1.3]],
  "mulliken_charge": [-1.151, 0.554, -0.414, 0.903, -1.060, -0.726, -1.320, -0.196, 0.065, 0.062, 0.419, -0.489, -1.405, 0.147, -1.562, -0.160, -0.521, 0.468, 0.391, 0.259, 0.790, -0.785, -0.271, 0.427, -1.271, 0.691, -0.856, 0.445, 0.546, -0.267, 0.464, 0.152, -0.761, -0.969, 0.448, 0.328, 0.882, 0.153, -0.104, 0.485, 0.623, 0.345, 0.741, 0.365, 0.366, 0.603, 0.594, 0.908, 0.261, 0.405]
}



[2]
{
  "formula": "C20H22FN9O2S",
  "method": "ωB97M-V/def2-TZVPD",
  "energy_ev": -52159.2871,
  "homo_ev": -8.14,
  "smiles": "CN(C)c1nc(N)nc(CSc2nc3c(c(=O)n(C)c(=O)n3C)n2Cc2ccccc2F)n1",
  "spin_multiplicity": 1,
  "lumo_ev": 0.5726,
  "orbital_gap_ev": 8.71,
  "species": ["C", "N", "C", "C", "N", "C", "N", "N", "C", "C", "S", "C", "N", "C", "C", "C", "O", "N", "C", "C", "O", "N", "C", "N", "C", "C", "C", "C", "C", "C", "C", "F", "N", "H", "H", "H", "H", "H", "H", "H", "H", "H", "H", "H", "H", "H", "H", "H", "H", "H", "H", "H", "H", "H", "H"],
  "xyz": [[2.220, 3.912, 0.777], [1.257, 3.136, 1.511], [0.051, 3.812, 1.913], [1.460, 1.846, 1.793], [2.569, 1.254, 1.332], [2.697, -0.029, 1.645], [3.756, -0.695, 1.149], [1.836, -0.735, 2.395], [0.789, -0.047, 2.813], [-0.207, -0.774, 3.660], [-1.866, -0.529, 2.953], [-1.569, -1.342, 1.445], [-0.952, -2.508, 1.348], [-0.923, -2.770, 0.026], [-1.543, -1.759, -0.693], [-1.650, -1.776, -2.118], [-2.172, -0.936, -2.826], [-1.051, -2.926, -2.646], [-1.079, -3.089, -4.090], [-0.421, -3.953, -1.957], [0.066, -4.895, -2.544], [-0.371, -3.851, -0.582], [0.266, -4.882, 0.208], [-1.957, -0.842, 0.251], [-2.507, 0.452, -0.029], [-1.515, 1.349, -0.727], [-0.163, 1.059, -0.841], [0.691, 1.907, -1.524], [0.209, 3.067, -2.104], [-1.133, 3.389, -1.991], [-1.967, 2.528, -1.308], [-3.275, 2.846, -1.191], [0.534, 1.216, 2.538], [3.051, 3.266, 0.508], [2.583, 4.739, 1.394], [1.761, 4.320, -0.126], [-0.564, 3.118, 2.480], [0.295, 4.678, 2.533], [-0.497, 4.153, 1.031], [4.488, -0.172, 0.704], [3.932, -1.622, 1.491], [0.012, -1.838, 3.688], [-0.249, -0.350, 4.663], [-1.602, -4.009, -4.348], [-0.061, -3.147, -4.476], [-1.596, -2.227, -4.506], [0.787, -5.551, -0.475], [-0.485, -5.437, 0.772], [0.962, -4.418, 0.905], [-3.387, 0.338, -0.671], [-2.820, 0.902, 0.920], [0.236, 0.159, -0.398], [1.738, 1.655, -1.598], [0.874, 3.721, -2.649], [-1.540, 4.286, -2.431]],
  "forces_ev_per_angstrom": [[0.2, 0.1, -0.1], [0.0, 0.2, 0.0], [-0.3, 0.1, 0.1], [0.1, -0.5, 0.2], [0.2, 0.0, -0.2], [-0.3, 0.3, 0.1], [0.2, -0.1, -0.1], [0.1, -0.5, 0.1], [0.4, 0.2, -0.2], [-0.4, -0.1, -0.3], [-0.2, 0.0, 0.4], [-0.1, 0.0, 0.0], [0.1, -0.4, 0.1], [-0.6, 1.2, -0.4], [0.3, -0.7, 0.2], [-0.1, 0.1, 0.3], [-0.1, 0.1, 0.0], [0.0, 0.0, -0.3], [0.0, 0.0, -0.3], [0.1, 0.0, 0.2], [0.1, -0.2, -0.2], [0.0, -0.1, -0.1], [0.1, -0.2, 0.1], [0.2, -0.4, 0.1], [-0.3, 0.6, -0.2], [-0.2, 0.2, 0.0], [-0.1, 0.1, 0.0], [0.1, 0.0, 0.0], [0.0, -0.1, 0.0], [-0.2, 0.0, 0.1], [0.3, -0.1, 0.0], [0.0, -0.1, 0.0], [-0.2, 0.2, 0.2], [0.0, 0.2, -0.1], [0.0, 0.0, 0.0], [0.0, 0.0, 0.0], [0.0, 0.2, 0.0], [0.0, 0.0, 0.0], [0.0, 0.0, 0.0], [0.0, 0.0, 0.0], [0.0, 0.0, 0.0], [0.0, 0.1, 0.1], [0.0, 0.0, 0.0], [0.0, 0.0, 0.0], [-0.1, 0.0, 0.0], [0.1, -0.1, 0.0], [-0.1, 0.1, 0.1], [0.1, 0.0, 0.0], [0.0, -0.1, 0.0], [0.1, 0.0, 0.2], [0.0, -0.1, -0.2], [0.0, -0.1, 0.1], [0.1, 0.0, 0.0], [0.1, 0.1, 0.0], [-0.1, 0.1, 0.0]],
  "mulliken_charge": [-1.064, 0.194, -0.972, 0.657, -0.505, 0.384, -0.392, -0.687, 0.575, -0.819, -0.249, 0.155, -0.563, 1.361, -0.212, 0.431, -0.701, -0.025, -1.184, 0.664, -0.671, -0.035, -1.084, 0.138, -1.827, 1.047, 0.402, -1.080, -0.521, -0.858, 0.581, -0.393, -0.462, 0.306, 0.350, 0.342, 0.262, 0.359, 0.283, 0.243, 0.256, 0.401, 0.457, 0.333, 0.335, 0.370, 0.388, 0.304, 0.330, 0.409, 0.514, 0.168, 0.364, 0.488, 0.455]
}



[3]
{
  "formula": "C20H22FNO4S",
  "method": "ωB97M-V/def2-TZVPD",
  "energy_ev": -44329.5243,
  "homo_ev": -8.30,
  "smiles": "COc1ccc(C(=O)[C@H]2CCCN(C(=O)c3ccc(CSC)o3)C2)cc1F",
  "spin_multiplicity": 1,
  "lumo_ev": 0.4579,
  "orbital_gap_ev": 8.75,
  "species": ["C", "O", "C", "C", "C", "C", "C", "O", "C", "C", "C", "C", "N", "C", "O", "C", "C", "C", "C", "C", "S", "C", "O", "C", "C", "C", "F", "H", "H", "H", "H", "H", "H", "H", "H", "H", "H", "H", "H", "H", "H", "H", "H", "H", "H", "H", "H", "H", "H"],
  "xyz": [[-0.185, 1.075, -6.336], [-0.314, 1.692, -5.077], [0.284, 1.125, -4.011], [1.092, -0.009, -4.037], [1.642, -0.518, -2.876], [1.416, 0.092, -1.647], [1.922, -0.413, -0.355], [2.041, 0.323, 0.602], [2.230, -1.907, -0.265], [2.722, -2.299, 1.134], [1.617, -2.145, 2.181], [0.340, -2.850, 1.725], [-0.041, -2.405, 0.406], [-0.993, -1.493, 0.075], [-1.255, -1.249, -1.097], [-1.712, -0.770, 1.131], [-2.843, -0.004, 0.979], [-3.059, 0.640, 2.211], [-2.042, 0.240, 3.037], [-1.683, 0.635, 4.413], [-0.740, 2.218, 4.425], [0.780, 1.676, 3.599], [-1.226, -0.614, 2.388], [0.959, -2.715, -0.590], [0.637, 1.252, -1.613], [0.083, 1.743, -2.766], [-0.677, 2.853, -2.715], [0.857, 1.061, -6.670], [-0.581, 0.055, -6.322], [-0.775, 1.682, -7.020], [1.291, -0.510, -4.972], [2.272, -1.392, -2.949], [3.005, -2.141, -1.001], [3.060, -3.338, 1.107], [3.570, -1.670, 1.410], [1.408, -1.086, 2.325], [1.948, -2.564, 3.133], [0.520, -3.931, 1.660], [-0.471, -2.684, 2.431], [-3.426, 0.074, 0.086], [-3.849, 1.319, 2.459], [-1.059, -0.121, 4.890], [-2.568, 0.834, 5.012], [0.568, 1.350, 2.586], [1.440, 2.537, 3.572], [1.239, 0.877, 4.175], [1.181, -3.786, -0.559], [0.551, -2.454, -1.567], [0.454, 1.749, -0.673]],
  "forces_ev_per_angstrom": [[0.0, -0.1, -0.2], [-0.1, 0.2, 0.4], [0.1, 0.0, 0.2], [-0.2, 0.2, -0.3], [0.1, 0.1, 0.4], [-0.1, 0.5, -0.5], [0.2, -0.3, -0.1], [0.0, 0.0, 0.0], [0.1, -0.2, 0.3], [0.0, 0.3, 0.0], [-0.1, -0.2, 0.0], [0.1, 0.0, 0.6], [0.1, -0.2, -0.1], [-0.1, -0.2, -0.2], [-0.2, 0.1, 0.2], [-1.0, 0.6, -0.5], [0.7, -0.6, 0.0], [0.4, -0.2, 0.5], [-0.8, 0.3, -0.1], [0.6, 0.5, -0.1], [0.0, -0.2, 0.1], [-0.5, 0.0, 0.1], [0.3, 0.0, 0.3], [0.1, 0.1, -0.5], [0.0, -0.1, -0.2], [0.1, 0.0, 0.0], [0.0, -0.1, -0.1], [0.0, 0.0, 0.0], [0.0, 0.0, 0.0], [0.1, -0.1, 0.0], [0.0, 0.0, -0.1], [0.0, -0.1, 0.0], [0.0, 0.0, 0.0], [0.0, 0.0, 0.0], [0.0, -0.1, 0.0], [0.0, -0.1, 0.1], [0.0, 0.0, 0.1], [-0.1, 0.1, 0.0], [0.1, -0.1, -0.1], [-0.1, 0.0, -0.2], [-0.1, 0.2, 0.1], [-0.2, -0.1, 0.1], [0.0, -0.1, 0.0], [0.1, 0.0, -0.1], [0.1, 0.0, 0.0], [0.1, -0.1, 0.0], [0.0, 0.1, 0.0], [0.1, -0.2, 0.1], [0.0, 0.1, 0.1]],
  "mulliken_charge": [-0.879, -0.452, 0.556, -0.671, -0.692, 0.450, 0.126, -0.636, 0.435, -1.527, 0.086, -1.120, 0.056, 0.555, -0.720, 0.471, -0.751, -0.647, 0.375, -0.952, -0.128, -0.340, -0.145, -1.607, -0.786, 0.773, -0.342, 0.342, 0.354, 0.247, 0.366, 0.411, 0.526, 0.451, 0.452, -0.120, 0.458, 0.465, 0.489, 0.616, 0.540, 0.298, 0.410, -0.183, 0.398, 0.237, 0.464, 0.752, 0.538]
}